Entry 1:
DFT (ωB97M-V with the def2-TZVPD basis set) results for a cluster of 2 separate species, C5H14O in total.

Calculated values
ΔE to the lowest compared entry with this formula, charge and spin, kcal/mol: 15.2
E_tot, Eh: -274.11791
Structure (SMILES): CCC.CCO
Spin multiplicity: 1
LUMO, Eh: 0.036
HOMO-LUMO gap, eV: 11.28

Atoms and positions in Å:
C -1.35290 0.36964 2.08833
C -1.60908 -0.85825 1.23576
C -2.14566 -0.49297 -0.13203
H -0.69061 1.07040 1.57894
H -2.26688 0.90878 2.34020
H -0.86668 0.10767 3.03030
H -2.34079 -1.47654 1.77033
H -0.67972 -1.42622 1.13335
H -1.64745 0.39661 -0.53760
H -3.19721 -0.22020 -0.11619
H -2.00436 -1.25645 -0.89992
C 2.82606 0.75826 -1.75730
C 1.53546 0.36181 -1.07878
O 1.79597 -0.72439 -0.17503
H 3.50219 1.35235 -1.13694
H 2.64086 1.36284 -2.65191
H 3.35732 -0.12682 -2.08245
H 1.20066 1.20045 -0.45969
H 0.79112 0.11386 -1.84314
H 1.15169 -1.42081 -0.30623

Forces on the atoms, in the same order (eV/Å):
C 0.3 0.2 0.3
C -0.2 0.0 0.2
C 0.1 0.5 -0.8
H 0.0 0.0 -0.1
H -0.1 0.0 -0.1
H 0.0 0.0 0.0
H 0.2 -0.2 -0.2
H -0.1 0.0 0.1
H 0.2 -0.1 0.2
H -0.2 -0.1 0.1
H -0.1 -0.2 0.2
C 0.3 0.4 -0.5
C 0.4 0.1 0.5
O 0.0 0.1 -0.2
H -0.2 -0.2 0.2
H -0.1 0.0 0.1
H 0.1 -0.2 -0.1
H -0.4 0.0 -0.3
H -0.1 -0.1 0.3
H -0.1 0.0 0.0

The computed Löwdin charges, all in e, follow: -0.127 -0.322 -0.133 0.062 0.073 0.071 0.102 0.085 0.062 0.068 0.067 -0.098 -0.318 -0.087 0.075 0.074 0.071 0.102 0.111 0.063



Entry 2:
DFT (ωB97M-V with the def2-TZVPD basis set) results for a structure of composition C6H13N at a distorted geometry.

Calculated values
ΔE to the lowest compared entry with this formula, charge and spin, kcal/mol: 101.5
E_tot, Eh: -290.99704
Spin multiplicity: 1
LUMO, Eh: 0.040
HOMO-LUMO gap, eV: 8.26

Atoms and positions in Å:
C -0.38833 0.11148 0.40706
C -0.29177 -1.58883 -1.50947
C 0.73729 -0.43305 -0.23560
C -1.27338 1.13527 -0.24421
N -0.59854 -2.86156 -0.96598
C 0.90547 1.12051 1.70565
C 1.39873 2.31459 1.39051
H -0.90513 -0.54477 1.10470
H 0.17473 -3.27905 -0.46216
H -1.42402 -2.86204 -0.37878
H 0.46463 -1.64894 -2.29054
H -1.17130 -1.11430 -1.93897
H 1.31490 0.22258 -0.88182
H 1.31231 -1.17576 0.30941
H 1.09757 0.69235 2.69236
H -1.56895 1.89006 0.48932
H -0.76984 1.63714 -1.07252
H -2.18798 0.67251 -0.62615
H 1.96687 2.93608 2.08663
H 1.20676 2.77575 0.42056

Forces on the atoms, in the same order (eV/Å):
C 1.9 3.3 4.3
C 2.7 1.3 0.9
C -1.8 -3.5 -4.5
C 0.1 0.1 0.1
N -0.3 -0.3 0.2
C -2.2 -0.1 -0.9
C -0.4 -0.3 -0.1
H 0.1 0.0 -0.1
H -0.1 0.0 -0.1
H 0.2 0.0 0.0
H -0.1 -0.3 -0.1
H 0.0 0.3 0.4
H 0.0 0.0 0.2
H 0.1 0.2 0.0
H -0.1 -0.2 -0.2
H 0.0 -0.1 -0.1
H 0.0 0.0 0.0
H 0.1 0.0 0.0
H 0.1 -0.4 -0.1
H -0.1 0.0 0.1

The computed Löwdin charges, all in e, follow: -0.307 -0.192 -0.142 -0.101 -0.036 -0.068 -0.093 0.112 0.067 0.065 0.069 0.077 0.092 0.088 0.049 0.079 0.082 0.073 0.042 0.043



Entry 3:
DFT (ωB97M-V with the def2-TZVPD basis set) results for a structure of composition C7H12N5 at a distorted geometry.

Calculated values
ΔE to the lowest compared entry with this formula, charge and spin, kcal/mol: 43.3
E_tot, Eh: -547.38512
Spin multiplicity: 1
Net charge: +1
LUMO, Eh: -0.115
HOMO-LUMO gap, eV: 9.01

Atoms and positions in Å:
C 0.63571 1.11695 -2.73958
C -0.16832 0.81992 -1.69867
C 1.86712 0.18864 -1.32857
C 1.25860 -2.82428 -0.80076
C 0.36225 -2.37421 0.00657
C -1.22059 0.92865 1.60597
C 0.32884 -0.53469 0.50656
N 1.91184 0.65080 -2.51980
N 0.66426 0.33995 -0.65658
N -2.52213 1.08392 1.97841
N -0.31610 1.85894 1.93174
N -0.93948 -0.21877 0.98464
H 0.41666 1.51716 -3.63280
H -1.31531 1.15549 -1.65086
H 2.80518 -0.23928 -0.81419
H 1.19272 -3.89942 -0.95476
H 2.01443 -2.23961 -1.27259
H -0.40294 -2.76549 0.65575
H 1.14659 -0.42416 1.29987
H -3.02495 1.80981 2.40545
H -3.11315 0.45734 1.59504
H -0.54632 2.60634 2.47978
H 0.60478 2.00526 1.59420
H -1.63968 -1.01928 1.02518

Forces on the atoms, in the same order (eV/Å):
C 0.7 -1.9 2.2
C -3.3 1.6 0.7
C 2.8 -0.8 2.4
C -0.2 -1.5 -0.2
C -1.1 5.5 2.5
C -1.2 0.8 1.1
C 3.1 -2.6 -2.2
N -0.1 0.4 -0.2
N -0.1 -1.1 -0.7
N 3.1 0.5 0.2
N -0.1 -2.0 -1.2
N -1.9 -1.1 0.6
H -1.0 1.5 -2.9
H 2.9 -1.1 0.4
H -1.8 0.7 -0.7
H 0.4 0.1 -0.3
H 0.3 0.2 -0.3
H 0.0 -0.9 -0.3
H -1.1 -0.1 -1.1
H 0.3 1.5 0.7
H -2.2 -2.6 -1.4
H -1.5 2.1 1.6
H 0.8 -0.9 -0.8
H 1.1 1.8 -0.2

The computed Löwdin charges, all in e, follow: -0.134 -0.083 -0.246 0.012 -0.001 -0.352 -0.194 0.092 -0.052 0.232 0.260 0.080 0.070 0.156 0.162 0.087 0.050 0.071 0.163 0.125 0.076 0.101 0.128 0.198



Entry 4:
DFT (ωB97M-V with the def2-TZVPD basis set) results for a structure of composition C40H36BrN3O4SSbSc.

Calculated values
ΔE to the lowest compared entry with this formula, charge and spin, kcal/mol: 21.6
E_tot, Eh: -5984.35427
Spin multiplicity: 1
LUMO, Eh: -0.055
HOMO-LUMO gap, eV: 7.25

Atoms and positions in Å:
Sc -2.91706 0.19125 1.14424
C -4.49587 3.73201 -3.36875
C -3.54539 3.70043 -2.36146
C -3.47473 2.60729 -1.51324
C -4.34257 1.53540 -1.67414
C -5.31210 1.57375 -2.67553
C -5.38280 2.66953 -3.51545
N -4.19059 0.43822 -0.76767
N -4.94936 -0.52815 -0.98775
C -4.93402 -1.62453 -0.11461
C -5.78669 -2.66577 -0.49570
C -5.91025 -3.77265 0.31989
C -5.18016 -3.82225 1.50266
C -4.32365 -2.78499 1.85477
C -4.17097 -1.64583 1.07132
H -4.55416 4.58479 -4.03394
H -2.85922 4.52782 -2.23106
H -2.75412 2.59177 -0.70746
H -5.99965 0.74796 -2.77934
H -6.13756 2.69995 -4.29078
H -6.33491 -2.57527 -1.42642
H -6.57023 -4.58551 0.04743
H -5.28234 -4.67798 2.16031
H -3.76597 -2.87452 2.78144
C 6.33220 -0.44514 -0.36468
C 5.45208 -1.64819 -0.14746
C 4.63279 -2.12873 -1.16383
C 3.75859 -3.18184 -0.93894
C 3.71354 -3.76434 0.31941
C 4.55045 -3.32727 1.33854
C 5.42012 -2.27892 1.09590
S 2.53863 -5.04342 0.65601
O 2.26633 -5.71194 -0.58349
O 3.00696 -5.76372 1.80054
N 1.13904 -4.31323 1.09824
C 0.36941 -3.60221 0.06944
C -0.90776 -3.01739 0.67429
C -0.65489 -1.91509 1.69308
O 0.09904 -2.07009 2.62433
O -1.29117 -0.77288 1.45156
H 6.44333 -0.22030 -1.42562
H 7.32364 -0.59570 0.06492
H 5.89113 0.42685 0.12572
H 4.67575 -1.67299 -2.14483
H 3.13259 -3.57207 -1.73269
H 4.50974 -3.82827 2.29838
H 6.08620 -1.93411 1.87880
H 1.20618 -3.78421 1.96735
H 0.09480 -4.33222 -0.68887
H 0.95142 -2.81008 -0.41786
H -1.43924 -3.82445 1.18154
H -1.53841 -2.62714 -0.11874
C 1.10505 6.51671 -0.56798
C 1.15882 5.54543 -1.55696
C 0.79459 4.23347 -1.27487
C 0.39839 3.87021 0.01021
C 0.33101 4.86067 0.99312
C 0.68386 6.17206 0.70925
Sb -0.31921 1.91266 0.56368
C 1.00312 1.55224 2.19416
C 2.03099 0.61907 2.16560
C 2.75810 0.36027 3.32075
C 2.47066 1.03252 4.49840
C 1.44213 1.96368 4.53165
C 0.69906 2.20883 3.38674
C 0.48349 0.78121 -1.07154
C 1.74124 1.01905 -1.62575
C 2.11286 0.41388 -2.81962
C 1.24919 -0.46823 -3.45483
C 0.01222 -0.74952 -2.89136
C -0.36956 -0.11281 -1.71870
H 1.38094 7.53916 -0.79330
H 1.47927 5.80800 -2.55833
H 0.81381 3.50340 -2.07266
H 0.00087 4.61124 1.99502
H 0.61982 6.92689 1.48392
H 2.26194 0.08144 1.25069
H 3.53589 -0.39176 3.30499
H 3.04000 0.82049 5.39491
H 1.20115 2.48367 5.45000
H -0.13558 2.89939 3.43694
H 2.43572 1.67937 -1.11738
H 3.07664 0.63711 -3.26261
H 1.53938 -0.93442 -4.38813
H -0.65650 -1.45440 -3.37097
H -1.35088 -0.32301 -1.31155
Br -3.61665 2.09837 2.61669

Forces on the atoms, in the same order (eV/Å):
Sc -0.2 0.5 0.5
C 0.0 0.0 0.0
C 0.0 0.1 0.0
C 0.0 -0.1 0.1
C 0.2 0.3 -0.1
C 0.0 -0.2 0.1
C 0.0 0.0 0.0
N -0.1 -0.3 0.1
N -0.2 0.1 -0.4
C 0.0 -0.3 0.4
C 0.0 0.2 -0.2
C 0.0 0.0 0.1
C 0.0 -0.1 0.0
C 0.1 0.1 0.1
C -0.2 0.4 -0.5
H 0.0 0.0 0.0
H 0.0 0.0 0.0
H 0.0 0.0 0.0
H 0.0 0.0 0.0
H 0.0 0.0 0.0
H 0.0 0.0 0.1
H 0.0 0.0 0.0
H 0.0 0.0 0.0
H 0.0 0.0 0.0
C 0.0 -0.1 0.0
C 0.0 0.1 0.0
C 0.0 0.0 0.0
C 0.0 -0.1 0.0
C -0.1 0.1 0.0
C -0.1 0.0 0.0
C 0.0 0.1 0.0
S -0.2 -0.2 0.0
O 0.0 0.1 -0.1
O 0.0 0.1 0.1
N 0.1 0.3 -0.1
C 0.0 0.0 0.2
C 0.1 0.0 0.1
C 0.1 0.0 -0.3
O 0.0 0.0 0.1
O 0.4 -0.5 0.2
H 0.0 0.0 0.0
H 0.0 0.0 0.0
H 0.0 0.0 0.0
H 0.0 0.0 0.0
H 0.0 0.0 0.0
H 0.1 0.1 0.0
H 0.0 0.0 0.0
H 0.0 -0.1 0.0
H 0.0 0.0 -0.1
H 0.0 0.0 0.0
H -0.1 0.0 0.0
H -0.1 -0.1 -0.1
C 0.0 0.0 0.0
C 0.0 0.0 0.0
C -0.1 0.0 0.0
C -0.3 0.0 0.1
C 0.1 -0.1 0.0
C 0.0 0.0 0.0
Sb 0.5 0.0 -0.3
C -0.3 0.0 -0.1
C 0.0 0.0 -0.1
C 0.0 -0.1 -0.1
C 0.0 0.0 0.0
C 0.0 0.0 0.0
C 0.1 0.0 0.0
C 0.1 0.1 0.0
C 0.0 -0.1 0.1
C 0.1 0.0 0.0
C 0.0 0.0 0.0
C 0.0 0.0 0.0
C 0.1 0.1 0.0
H 0.0 0.0 0.0
H 0.0 0.0 0.0
H 0.0 -0.1 0.0
H 0.0 0.0 0.0
H 0.0 0.0 0.0
H 0.0 0.0 0.1
H 0.1 0.0 0.0
H 0.0 0.0 0.0
H 0.0 0.0 0.0
H 0.0 0.0 0.0
H 0.0 0.1 -0.1
H 0.0 0.0 0.1
H 0.0 0.0 0.0
H 0.0 0.0 0.0
H -0.1 0.0 0.0
Br -0.1 -0.2 0.0

The computed Löwdin charges, all in e, follow: 0.534 -0.075 -0.064 -0.043 -0.235 -0.019 -0.072 -0.021 0.094 -0.303 -0.024 -0.076 -0.070 -0.117 -0.149 0.106 0.109 0.023 0.106 0.107 0.112 0.105 0.107 0.103 -0.046 -0.270 -0.038 -0.055 -0.280 -0.048 -0.039 0.621 -0.290 -0.287 -0.118 -0.207 -0.082 -0.550 0.100 -0.268 0.075 0.081 0.083 0.107 0.115 0.115 0.117 0.101 0.119 0.112 0.131 0.104 -0.090 -0.089 -0.130 -0.350 -0.131 -0.084 1.529 -0.360 -0.118 -0.079 -0.080 -0.079 -0.139 -0.362 -0.135 -0.087 -0.081 -0.078 -0.148 0.102 0.103 0.088 0.082 0.105 0.095 0.099 0.104 0.105 0.081 0.106 0.105 0.105 0.109 0.064 -0.002